[1]
DFT (ωB97M-V/def2-TZVPD) results for C6H8N2O as an isolated structure in a non-equilibrium geometry.

The value obtained for the lowest unoccupied orbital energy is 0.9 eV. The HOMO-LUMO gap is 9.844 eV. For the HOMO energy, the calculation gives -8.95 eV.

Geometry as ORCA input:
```
! RIJCOSX wB97M-V def2-TZVPD def2/J DEFGRID3
* xyz 0 1
C 0.71 -0.23 -1.02
C -0.81 -0.23 -0.98
C -0.74 -0.17 1.04
C 0.79 -0.19 1.01
C 1.07 0.96 -0.05
C -1.03 0.96 -0.01
H 2.27 -1.19 -0.08
H 1.17 -0.34 -2.01
H -1.30 -0.36 -1.95
H -2.29 -1.13 0.02
H -1.15 -0.16 2.06
H 1.23 -0.24 2.00
H 2.10 1.36 -0.04
H -2.00 1.48 0.01
N 1.24 -1.22 0.00
N -1.27 -1.18 0.04
O 0.01 1.87 -0.03
*
```

natural (NBO) atomic charge list, values in e, 8 entries: C -0.105; C -0.120; C -0.109; C -0.112; C 0.065; C 0.075; H 0.348; H 0.211

[2]
DFT (ωB97M-V/def2-TZVPD) results for a 2-piece molecular cluster, C6H8N2O2 overall in a non-equilibrium geometry.

The value obtained for the lowest unoccupied orbital energy is 0.2 eV. Its structure (SMILES) is O=c1cc[nH]c(=O)[nH]1.C=C. The HOMO-LUMO gap is 9.622 eV. For the HOMO energy, the calculation gives -9.38 eV.

Geometry as ORCA input:
```
! RIJCOSX wB97M-V def2-TZVPD def2/J DEFGRID3
* xyz 0 1
O 2.15 1.11 -1.33
C 1.63 0.19 -0.73
C 1.94 -0.26 0.55
C 1.12 -1.02 1.10
N 0.03 -1.65 0.48
C -0.35 -1.38 -0.78
O -1.29 -1.79 -1.53
N 0.31 -0.25 -1.28
H 2.85 0.07 1.09
H 1.60 -1.41 2.09
H -0.38 -2.57 0.99
H 0.12 0.28 -2.11
C -1.91 0.83 0.44
C -1.33 2.18 0.18
H -2.23 0.27 -0.51
H -2.25 0.02 1.23
H -1.10 2.61 -0.85
H -0.92 2.76 0.98
*
```

natural (NBO) atomic charge list, values in e, 8 entries: O -0.574; C 0.638; C -0.374; C 0.068; N -0.620; C 0.776; O -0.638; N -0.642

[3]
DFT (ωB97M-V/def2-TZVPD) results for one molecule with the formula C6H8N2O2 in a non-equilibrium geometry.

The value obtained for the lowest unoccupied orbital energy is 0.4 eV. Its structure (SMILES) is N#CC[C@]1(N)C[C@H]1C(=O)O. The HOMO-LUMO gap is 9.967 eV. For the HOMO energy, the calculation gives -9.60 eV.

Geometry as ORCA input:
```
! RIJCOSX wB97M-V def2-TZVPD def2/J DEFGRID3
* xyz 0 1
N -3.82 0.64 0.28
C -2.82 0.14 0.58
C -1.54 -0.48 0.95
C -0.40 0.02 0.09
N -0.20 1.44 -0.02
C 0.06 -0.79 -1.08
C 0.93 -0.73 0.16
C 2.17 0.11 0.14
O 2.89 0.23 1.11
O 2.51 0.74 -1.06
H -1.65 -1.57 0.87
H -1.35 -0.25 2.01
H -0.18 1.92 0.88
H 0.60 1.73 -0.68
H -0.45 -1.73 -1.28
H 0.40 -0.24 -1.96
H 1.00 -1.62 0.79
H 1.86 0.44 -1.76
*
```

natural (NBO) atomic charge list, values in e, 8 entries: N -0.302; C 0.285; C -0.507; C 0.157; N -0.850; C -0.407; C -0.380; C 0.787

[4]
DFT (ωB97M-V/def2-TZVPD) results for one molecule with the formula C6H8N2O4 in a non-equilibrium geometry.

The value obtained for the lowest unoccupied orbital energy (alpha / beta) is -0.9 / -0.9 eV. The HOMO-LUMO gap (alpha / beta) is 8.398 / 8.399 eV. For the HOMO energy (alpha / beta), the calculation gives -9.30 / -9.30 eV.

Geometry as ORCA input:
```
! RIJCOSX wB97M-V def2-TZVPD def2/J DEFGRID3
* xyz 0 1
C 0.61 -0.77 0.83
C -0.67 -1.45 0.40
C -1.86 -0.51 0.24
C -1.48 0.69 -0.62
C -0.36 1.47 0.06
C 0.82 0.57 0.25
N 2.14 -0.79 -1.08
N 2.02 1.10 0.05
O 2.32 2.27 -0.05
O 1.40 -1.27 1.61
O 2.54 -1.88 -1.13
O 2.95 0.13 -0.26
H -0.44 -1.92 -0.56
H -0.88 -2.25 1.12
H -2.68 -1.06 -0.21
H -2.18 -0.16 1.22
H -1.14 0.35 -1.60
H -2.34 1.34 -0.77
H -0.05 2.33 -0.53
H -0.72 1.84 1.03
*
```

natural (NBO) atomic charge list, values in e, 8 entries: C 0.534; C -0.505; C -0.393; C -0.391; C -0.441; C 0.009; N 0.363; N 0.406

[5]
DFT (ωB97M-V/def2-TZVPD) results for C6H8N2OP2 as an isolated structure in a non-equilibrium geometry.

The value obtained for the lowest unoccupied orbital energy is -0.9 eV. The HOMO-LUMO gap is 7.450 eV. For the HOMO energy, the calculation gives -8.36 eV.

Geometry as ORCA input:
```
! RIJCOSX wB97M-V def2-TZVPD def2/J DEFGRID3
* xyz 0 1
C -2.36 0.13 0.50
C -1.63 1.31 0.23
C -1.87 -1.13 0.07
C -0.40 1.05 -0.43
C -0.74 -1.28 -0.67
C 0.07 -0.19 -0.92
N 3.04 -0.48 0.98
N 2.08 0.83 -1.47
O 1.32 -0.31 -1.37
P 2.70 -1.87 0.32
P 3.39 0.93 0.21
H -3.26 0.21 1.13
H -2.05 2.24 0.53
H -2.54 -1.92 0.36
H 0.21 1.81 -0.89
H -0.33 -2.27 -0.90
H 2.91 0.72 -2.06
H 1.86 -2.35 1.45
H 2.44 1.84 1.04
*
```

natural (NBO) atomic charge list, values in e, 8 entries: C -0.225; C -0.193; C -0.208; C -0.283; C -0.261; C 0.278; N -1.276; N -0.514

[6]
DFT (ωB97M-V/def2-TZVPD) results for one molecule with the formula C6H8N2OS in a non-equilibrium geometry.

The value obtained for the lowest unoccupied orbital energy is 0.3 eV. Its structure (SMILES) is C[C@@H]1N=C2C(=O)N(C)[C@@H]2S1. The HOMO-LUMO gap is 9.704 eV. For the HOMO energy, the calculation gives -9.38 eV.

Geometry as ORCA input:
```
! RIJCOSX wB97M-V def2-TZVPD def2/J DEFGRID3
* xyz 0 1
C 0.11 -0.43 -2.59
C 0.61 -1.28 -1.47
N -0.49 -1.64 -0.61
C -0.48 -1.29 0.57
C -1.39 -0.20 1.32
O -2.49 0.23 1.58
N -0.23 0.48 1.55
C -0.04 1.90 1.77
C 0.74 -0.55 1.10
S 1.79 -0.35 -0.32
H -0.93 -0.70 -2.72
H 0.67 -0.36 -3.48
H 0.12 0.58 -2.18
H 0.94 -2.24 -1.92
H 0.21 2.12 2.86
H 0.75 2.27 1.14
H -1.01 2.41 1.36
H 1.12 -0.97 2.05
*
```

natural (NBO) atomic charge list, values in e, 8 entries: C -0.640; C -0.148; N -0.377; C 0.226; C 0.661; O -0.561; N -0.423; C -0.428

Energy above the lowest of the compared OMol25 structures with the same formula, charge and spin values (in kJ/mol) by entry order: 278.2; 365.5; 165.4; 770.0; 43.9; 273.1.
DFT total energy values (in Ha) by entry order: -418.0773; -493.3077; -493.3839; -643.6806; -1100.7239; -816.2811.